Entry a
This record from the Open Molecules 2025 dataset describes 40 unconnected molecules or ions with the total composition H80O40. The level of theory is wB97M-V/def2-TZVPD.

Output
**HOMO level (alpha / beta)**: -12.81 / -12.81 eV
**<S²>**: 0.759

Structure (ORCA input):
```
! RIJCOSX wB97M-V def2-TZVPD def2/J DEFGRID3
* xyz 1 2
H -0.58339 -5.40018 -2.14117
H 0.61788 -6.39595 -2.49346
O -0.09591 -6.23032 -1.85764
H 0.72600 1.37659 4.39570
H 2.27290 0.98711 4.83665
O 1.64424 1.62687 4.49760
H -0.00778 -0.04366 -1.11325
H 0.23353 -1.70069 -1.03167
O -0.17588 -0.89525 -0.70985
H 3.03965 -2.23340 1.67032
H 1.94404 -3.17814 2.15559
O 2.37586 -2.88495 1.34653
H -2.12236 -5.03828 -0.70047
H -2.24962 -3.96498 -2.02559
O -1.74310 -4.45263 -1.35624
H -3.12028 -1.06259 6.16260
O -2.28012 -0.69482 5.85784
H -3.75326 0.39491 -2.56101
O -4.00344 1.30924 -2.40164
H -0.76600 3.77324 1.10671
H -1.64673 2.77081 0.56166
O -0.67859 2.87975 0.72780
H -3.76435 1.32931 2.70847
H -3.72200 0.53863 4.11750
O -3.99305 1.32268 3.64024
H -2.59826 5.18659 -0.38789
H -3.77450 5.73347 0.50828
O -2.82937 5.56935 0.45289
H 0.40792 -2.98220 3.62349
H -0.62769 -3.46350 4.69332
O -0.17108 -2.70091 4.32711
H -0.36614 -1.04582 -5.28992
O -0.54808 -1.02567 -6.23643
H 0.45719 2.88340 -1.43231
H -0.11470 2.91865 -2.83183
O 0.55113 2.46525 -2.30438
H -1.66957 0.08837 3.54261
H -1.17730 0.74986 2.18366
O -1.57102 -0.02844 2.58772
H -3.29532 -1.33697 0.53378
H -2.57803 -0.13663 0.73784
O -3.01895 -0.57983 -0.00752
H 4.00549 -1.85407 3.80093
H 4.07392 -0.53117 2.73196
O 3.61541 -1.21907 3.20387
H 2.80509 -4.54558 2.19062
H 4.27045 -4.79374 2.26007
O 3.45496 -5.05749 2.69844
H 3.16841 0.98042 -3.13222
H 1.89080 1.21710 -2.25267
O 2.44921 0.53994 -2.66325
H 2.12075 0.03550 -4.80585
O 2.81815 0.02385 -5.46469
H 2.89950 3.50291 -1.41342
H 3.81341 3.79494 -0.27762
O 3.32422 4.25454 -0.98975
H 0.40279 -4.61065 -3.93550
O 0.15533 -3.87949 -3.36120
H -3.71992 4.16840 -1.25086
H -4.67310 2.98599 -1.20248
O -4.59668 3.91801 -0.95586
H 0.41440 0.90212 -4.66702
H -1.02683 1.19104 -5.10643
O -0.13132 1.53842 -5.13909
H 0.23872 5.30835 -2.00038
H 1.89484 5.39556 -2.36047
O 1.02672 4.99977 -2.43346
H -4.75291 -2.42109 3.09590
H -5.39752 -1.31994 2.36601
O -5.49555 -1.80412 3.19595
H 0.20382 -4.13268 -0.58462
H 1.34421 -3.34972 0.19638
O 0.97107 -3.53569 -0.72662
H -3.95732 0.74725 -5.44139
H -3.04922 -0.33465 -6.11680
O -3.65143 -0.16096 -5.38345
H 2.68209 0.57240 2.02429
H 2.21148 1.71168 2.84211
O 3.06185 1.36017 2.44234
H 3.21356 1.66078 -0.66698
H 3.78740 1.54264 0.83805
O 3.97224 1.73011 -0.09498
H -2.63983 -3.34080 1.64590
H -2.22398 -2.60976 2.89830
O -2.88606 -3.23217 2.57139
H 1.19768 1.70417 1.49762
H -0.05147 1.15630 0.81835
O 0.85666 0.91897 1.07137
H 0.53638 0.03826 -2.92363
O 0.10776 -0.66169 -3.43397
H 0.12519 5.19834 2.70631
H 0.00394 3.72226 2.85064
O -0.27039 4.53385 3.28849
H 2.48275 0.54047 -6.20585
H -1.69239 -1.04839 6.53445
H 0.94999 -3.35192 -3.23251
H -4.89120 1.49606 -2.71819
H -0.17587 -1.80479 -6.65475
H -0.32420 -1.16568 -2.72471
O 3.45849 3.90059 2.71883
H 3.38070 4.68727 3.25578
H 3.75836 3.07897 3.10514
O -0.17522 -2.32369 1.73438
H -0.83073 -1.64189 1.99183
H 0.62964 -1.78547 1.72706
O 5.88358 -1.71855 2.05740
H 6.23049 -0.91645 1.65061
H 5.53227 -2.26563 1.34970
O 1.19289 4.99751 0.48716
H 0.69932 5.67383 0.00341
H 2.02784 5.15087 -0.04388
O -3.31920 1.96756 0.50363
H -3.68071 2.83973 0.24850
H -3.31906 1.53651 -0.37162
O 4.19993 -4.69160 -1.80608
H 4.96171 -4.13505 -2.03922
H 3.56504 -4.04519 -2.15584
O -3.40853 -2.45693 -1.82946
H -4.29389 -2.25076 -2.14516
H -3.06491 -1.63613 -1.42906
*
```

Atom charges from the Löwdin analysis, given in e for atoms 1 to 99: number 1, H, carries 0.0217; number 2, H, carries 0.0910; number 3, O, carries 0.1096; number 4, H, carries 0.0567; number 5, H, carries 0.0695; number 6, O, carries -0.0153; number 7, H, carries 0.0333; number 8, H, carries 0.0167; number 9, O, carries -0.0291; number 10, H, carries 0.0691; number 11, H, carries 0.0449; number 12, O, carries -0.0600; number 13, H, carries 0.0898; number 14, H, carries 0.0584; number 15, O, carries -0.0478; number 16, H, carries 0.0558; number 17, O, carries -0.0447; number 18, H, carries 0.0367; number 19, O, carries -0.0323; number 20, H, carries 0.0329; number 21, H, carries 0.0333; number 22, O, carries -0.0796; number 23, H, carries -0.0075; number 24, H, carries -0.0014; number 25, O, carries -0.0410; number 26, H, carries 0.0007; number 27, H, carries 0.0555; number 28, O, carries -0.0237; number 29, H, carries 0.0000; number 30, H, carries 0.0584; number 31, O, carries -0.0391; number 32, H, carries -0.0132; number 33, O, carries -0.0506; number 34, H, carries 0.0325; number 35, H, carries 0.0579; number 36, O, carries -0.0575; number 37, H, carries 0.0553; number 38, H, carries 0.0328; number 39, O, carries -0.0279; number 40, H, carries 0.0566; number 41, H, carries 0.0237; number 42, O, carries -0.0631; number 43, H, carries 0.0724; number 44, H, carries 0.0201; number 45, O, carries -0.0506; number 46, H, carries -0.0090; number 47, H, carries 0.0399; number 48, O, carries -0.0439; number 49, H, carries 0.0749; number 50, H, carries -0.0081; number 51, O, carries -0.0572; number 52, H, carries -0.0262; number 53, O, carries -0.0465; number 54, H, carries 0.0200; number 55, H, carries 0.0548; number 56, O, carries -0.0602; number 57, H, carries 0.0638; number 58, O, carries -0.0369; number 59, H, carries 0.0312; number 60, H, carries 0.0225; number 61, O, carries -0.0277; number 62, H, carries -0.0272; number 63, H, carries 0.0250; number 64, O, carries -0.0389; number 65, H, carries 0.0335; number 66, H, carries 0.0504; number 67, O, carries -0.0390; number 68, H, carries -0.0054; number 69, H, carries 0.0234; number 70, O, carries -0.0591; number 71, H, carries 0.0667; number 72, H, carries 0.0561; number 73, O, carries 0.1680; number 74, H, carries 0.0307; number 75, H, carries 0.0259; number 76, O, carries -0.0589; number 77, H, carries 0.0332; number 78, H, carries 0.0384; number 79, O, carries -0.1330; number 80, H, carries -0.0044; number 81, H, carries 0.0025; number 82, O, carries -0.0447; number 83, H, carries 0.0349; number 84, H, carries 0.0094; number 85, O, carries -0.0278; number 86, H, carries 0.0240; number 87, H, carries 0.0074; number 88, O, carries -0.0608; number 89, H, carries -0.0015; number 90, O, carries -0.0639; number 91, H, carries 0.0296; number 92, H, carries -0.0047; number 93, O, carries -0.0418; number 94, H, carries 0.0529; number 95, H, carries 0.0467; number 96, H, carries 0.0476; number 97, H, carries 0.0677; number 98, H, carries 0.0453; number 99, H, carries 0.0377

***

Entry b
This record from the Open Molecules 2025 dataset describes 40 unconnected molecules or ions with the total composition H80O40. The level of theory is wB97M-V/def2-TZVPD.

Output
**HOMO level (alpha / beta)**: -13.02 / -13.02 eV
**<S²>**: 0.759

Structure (ORCA input):
```
! RIJCOSX wB97M-V def2-TZVPD def2/J DEFGRID3
* xyz 1 2
H -5.52923 -1.17091 -0.70730
H -6.59790 -1.51382 -1.64468
O -5.73139 -1.38133 -1.62876
H 2.04115 -6.31149 -1.49123
H 1.61612 -5.58129 -0.37816
O 1.60803 -5.51101 -1.29811
H 3.04763 -2.99902 3.87953
H 1.78705 -2.53074 3.49366
O 2.26441 -2.72269 4.29537
H -3.98858 0.23881 -1.91599
H -4.55846 1.54260 -2.80565
O -3.83352 1.19146 -2.13311
H 1.32543 1.30222 0.35149
H 1.72727 0.12339 -0.61719
O 1.94421 1.18443 -0.44939
H 2.25621 -0.63221 2.40442
O 1.73840 -0.27746 3.12485
H -1.36310 0.40849 3.39228
O -2.13195 0.91063 3.07881
H 1.38880 -5.12863 -4.25509
H 0.53706 -3.95890 -4.23197
O 1.58196 -4.15851 -4.26154
H 5.89586 -2.98446 1.34179
H 4.88739 -1.91266 2.05920
O 5.27923 -2.77969 2.13552
H -2.46326 -0.42959 1.45504
H -2.15843 0.32750 0.17875
O -2.83074 -0.29996 0.52310
H -6.86782 1.05069 -0.45514
H -5.63980 1.68623 -1.04587
O -6.64605 1.84876 -1.08536
H -2.49633 3.97492 -2.40359
O -2.04014 4.20270 -3.23299
H -2.45014 -5.65875 -1.44032
H -2.50386 -4.80416 -2.56069
O -2.25177 -5.63485 -2.26543
H -2.47096 -3.59467 4.39675
H -2.03951 -3.06811 3.04651
O -1.85287 -3.86339 3.70746
H 4.70093 4.90976 -0.57273
H 4.21643 5.02650 -2.02183
O 3.96976 5.11514 -1.07489
H 2.09081 2.51835 4.43280
H 3.38220 1.70348 4.23498
O 2.73603 2.30271 3.77631
H 1.27409 4.14231 -5.35414
H 1.28653 2.43399 -5.43744
O 1.88568 3.32359 -5.56430
H -0.06527 2.77799 -1.39016
H -0.70459 1.93346 -0.74287
O -0.77381 2.93522 -0.76626
H 4.72218 1.19606 1.61218
O 4.43508 0.43882 1.23296
H -5.48969 -3.44385 -0.77434
H -4.69731 -2.76929 -1.98524
O -4.75594 -3.54053 -1.41235
H -0.87030 -4.37745 0.25708
O 0.04999 -4.52749 0.58092
H -1.64854 6.34668 -0.23403
H -1.33507 4.84194 0.00356
O -1.11459 5.74250 0.13465
H -0.18988 3.39030 5.64489
H -0.46781 3.51850 4.18918
O -0.49414 2.90522 4.89985
H 3.76760 2.65745 -3.42850
H 2.73531 3.42395 -4.08718
O 3.25577 3.38519 -3.27755
H 0.46595 2.95180 1.23973
H 1.33500 2.02332 1.81160
O 0.47852 2.00075 1.38637
H 1.35734 4.51337 -2.40635
H 1.41571 5.76980 -1.94684
O 1.42604 5.33654 -2.83388
H 2.11491 -3.58467 -0.54280
H 2.83720 -2.40774 0.07592
O 2.15395 -3.01613 0.26611
H -1.23501 -0.71105 -1.89696
H -2.02515 -0.04879 -2.90835
O -1.18951 0.06940 -2.46123
H 4.08708 3.09030 -0.90435
H 3.36382 3.21436 0.58784
O 4.11536 2.85646 0.15588
H 2.90409 -4.14293 -2.91944
H 3.77558 -2.98429 -2.60229
O 3.81484 -3.98974 -2.79146
H -6.71413 -0.23997 0.59915
H -5.41221 -0.82159 1.18435
O -6.20956 -1.07740 0.72959
H 0.88044 0.51468 -3.39392
O 0.88417 0.81101 -4.35141
H 1.24586 4.12909 2.58569
H 0.30043 5.13482 2.44134
O 0.34663 4.21219 2.63398
H 3.51709 1.11722 0.92018
H 1.58975 -0.92846 3.78219
H 0.16044 -5.44299 0.66532
H -1.59106 1.66837 2.73049
H -1.67409 3.27377 -3.29566
H 1.85506 0.43926 -4.51486
O 0.58514 -0.83039 -0.04517
H 0.70179 -1.00768 0.97997
H 0.68841 -1.74797 -0.30150
O -1.60242 -1.61956 5.73980
H -1.06847 -0.91023 5.23267
H -1.28851 -2.27928 6.16088
O -0.53005 -2.59223 -2.83761
H -0.15152 -3.46696 -2.77975
H 0.05474 -1.77246 -2.67457
O 0.21113 -2.27300 2.86374
H 0.05020 -3.10294 2.37119
H -0.65674 -2.60743 3.34990
O -2.31234 -2.93383 0.43826
H -2.95777 -3.04758 -0.18005
H -1.95026 -2.13484 0.34189
O 5.76450 -1.20022 -0.01504
H 6.40551 -0.68560 -0.39510
H 5.09784 -0.65801 0.35116
O -3.89777 3.78506 1.71952
H -3.19700 4.25977 1.07303
H -4.70281 3.69963 1.14843
*
```

Atom charges from the Löwdin analysis, given in e for atoms 1 to 99: number 1, H, carries -0.0122; number 2, H, carries -0.0045; number 3, O, carries -0.0342; number 4, H, carries 0.0499; number 5, H, carries -0.0038; number 6, O, carries -0.0047; number 7, H, carries 0.0136; number 8, H, carries -0.0377; number 9, O, carries -0.0233; number 10, H, carries 0.0258; number 11, H, carries 0.1353; number 12, O, carries -0.1181; number 13, H, carries 0.0077; number 14, H, carries 0.1464; number 15, O, carries 0.1394; number 16, H, carries 0.0131; number 17, O, carries -0.0435; number 18, H, carries 0.0228; number 19, O, carries -0.0529; number 20, H, carries 0.0757; number 21, H, carries 0.1033; number 22, O, carries -0.1054; number 23, H, carries 0.0898; number 24, H, carries -0.0240; number 25, O, carries -0.0930; number 26, H, carries 0.0607; number 27, H, carries 0.0332; number 28, O, carries -0.0767; number 29, H, carries 0.0516; number 30, H, carries 0.0304; number 31, O, carries -0.1078; number 32, H, carries 0.0149; number 33, O, carries -0.0763; number 34, H, carries -0.0740; number 35, H, carries -0.0048; number 36, O, carries 0.0674; number 37, H, carries 0.0492; number 38, H, carries 0.0896; number 39, O, carries -0.0678; number 40, H, carries -0.0052; number 41, H, carries 0.0708; number 42, O, carries -0.0197; number 43, H, carries 0.0120; number 44, H, carries 0.0861; number 45, O, carries -0.0601; number 46, H, carries 0.1177; number 47, H, carries 0.1029; number 48, O, carries -0.1450; number 49, H, carries 0.0315; number 50, H, carries 0.0550; number 51, O, carries -0.0400; number 52, H, carries -0.0208; number 53, O, carries -0.0637; number 54, H, carries 0.0598; number 55, H, carries 0.0161; number 56, O, carries -0.0702; number 57, H, carries 0.0479; number 58, O, carries -0.0413; number 59, H, carries -0.0113; number 60, H, carries -0.0295; number 61, O, carries 0.0251; number 62, H, carries 0.0309; number 63, H, carries -0.0245; number 64, O, carries -0.0192; number 65, H, carries -0.0073; number 66, H, carries -0.0209; number 67, O, carries -0.0379; number 68, H, carries 0.0463; number 69, H, carries 0.0289; number 70, O, carries -0.0193; number 71, H, carries -0.0321; number 72, H, carries 0.0632; number 73, O, carries -0.0379; number 74, H, carries 0.0430; number 75, H, carries 0.0154; number 76, O, carries -0.0417; number 77, H, carries 0.0046; number 78, H, carries 0.0470; number 79, O, carries -0.0455; number 80, H, carries 0.1611; number 81, H, carries 0.0303; number 82, O, carries 0.0069; number 83, H, carries -0.0785; number 84, H, carries 0.0754; number 85, O, carries -0.0752; number 86, H, carries 0.0722; number 87, H, carries 0.0616; number 88, O, carries -0.0098; number 89, H, carries 0.0213; number 90, O, carries -0.1124; number 91, H, carries 0.0043; number 92, H, carries 0.0783; number 93, O, carries 0.0208; number 94, H, carries 0.1604; number 95, H, carries -0.0059; number 96, H, carries 0.0253; number 97, H, carries 0.0463; number 98, H, carries 0.0441; number 99, H, carries 0.1246

***

Energy ordering: entry a at the bottom, the next structure 720.5 kJ/mol above.